[1]
Computed, not measured: a cluster of 2 separate species, C6H13NO2 in total, with ωB97M-V/def2-TZVPD.

Values from the calculation:
LUMO energy (spin up / spin down): 0.3 / 0.4 eV
total energy: -12011.61344 eV
highest occupied orbital energy (spin up / spin down): -8.530 / -7.995 eV
frontier orbital gap (spin up / spin down): 8.8570 / 8.3539 eV

```
! RIJCOSX wB97M-V def2-TZVPD def2/J DEFGRID3
* xyz 0 1
C 1.73 1.20 2.67
C -1.74 0.10 0.48
C -1.11 0.11 -2.01
C -0.39 -1.84 -0.56
C 2.74 0.78 -0.02
C -0.68 -0.37 -0.63
N 0.49 0.47 -0.48
O 2.08 0.35 3.42
O 1.71 0.01 -0.18
H 1.44 0.99 1.60
H -2.58 -0.60 0.42
H -1.28 -0.12 1.44
H -1.93 1.16 0.41
H -0.38 0.14 -2.75
H -1.43 1.07 -1.78
H -1.98 -0.51 -2.27
H 0.17 -1.97 0.31
H -1.34 -2.42 -0.38
H 0.11 -2.26 -1.38
H 3.59 0.15 0.14
H 2.63 1.78 0.03
H 1.47 2.24 3.00
*
```

***

[2]
Computed, not measured: the molecule C2H6N2O3, with ωB97M-V/def2-TZVPD.

Values from the calculation:
LUMO energy: 0.6 eV
total energy: -11290.95977 eV
highest occupied orbital energy: -8.456 eV
frontier orbital gap: 9.0888 eV

```
! RIJCOSX wB97M-V def2-TZVPD def2/J DEFGRID3
* xyz 0 1
C -0.97 -0.96 -0.02
C 1.23 -0.03 -0.12
N -1.34 0.42 -0.11
N -0.28 1.28 0.17
O 0.39 -1.03 -0.46
O 2.09 0.51 -0.97
O 1.66 -0.24 1.16
H -0.96 -1.27 0.98
H -1.70 -1.49 -0.59
H -1.58 0.75 -1.03
H -0.29 1.43 1.22
H 1.66 1.03 -1.72
H 1.77 0.58 1.64
*
```

***

[3]
Computed, not measured: the molecule C3H7NO, with ωB97M-V/def2-TZVPD.

Values from the calculation:
LUMO energy: 1.1 eV
total energy: -6760.61854 eV
highest occupied orbital energy: -9.221 eV
frontier orbital gap: 10.2814 eV

```
! RIJCOSX wB97M-V def2-TZVPD def2/J DEFGRID3
* xyz 0 1
O 1.44 1.28 0.06
C 0.89 -0.01 0.01
C -0.24 -0.23 -1.06
N -1.17 0.19 0.01
C -0.21 -0.25 1.06
H 0.68 1.92 0.09
H 1.71 -0.77 -0.09
H -0.14 0.36 -1.96
H -0.40 -1.29 -1.37
H -2.08 -0.22 0.05
H -0.21 0.34 1.97
H -0.28 -1.32 1.23
*
```

***

[4]
Computed, not measured: a structure of composition C32H31BrFIrN6O5Se, with ωB97M-V/def2-TZVPD.

Values from the calculation:
expectation value of S²: 8.811
LUMO energy (spin up / spin down): -2.6 / -4.7 eV
total energy: -193804.10867 eV
highest occupied orbital energy (spin up / spin down): -9.757 / -10.957 eV
frontier orbital gap (spin up / spin down): 7.1562 / 6.3050 eV

```
! RIJCOSX wB97M-V def2-TZVPD def2/J DEFGRID3
* xyz 1 6
Ir 0.22 0.14 0.17
C 5.26 0.16 -0.57
O 4.40 1.15 -1.18
C 3.10 0.88 -1.11
O 2.62 -0.13 -0.62
N 2.36 1.85 -1.69
N 0.97 1.76 -1.58
H 6.27 0.53 -0.74
H 5.12 -0.80 -1.05
H 5.05 0.09 0.49
H 2.80 2.67 -2.09
H 0.55 1.48 -2.47
H 0.58 2.65 -1.30
C 1.23 -2.11 -6.58
C 1.20 -3.38 -5.73
C 2.49 -4.16 -5.90
C 2.53 -5.36 -4.97
C 2.42 -4.90 -3.55
C 3.06 -5.54 -2.52
C 2.90 -5.09 -1.21
F 3.56 -5.75 -0.24
C 2.11 -4.03 -0.89
C 1.44 -3.36 -1.93
C 0.57 -2.25 -1.61
O 0.40 -1.95 -0.38
C -0.08 -1.61 -2.68
C 0.16 -2.07 -3.96
N 0.98 -3.06 -4.28
C 1.62 -3.77 -3.26
C -1.02 -0.44 -2.58
O -1.60 -0.04 -3.57
O -1.14 0.13 -1.41
H 1.57 -2.38 -7.58
H 1.94 -1.40 -6.16
H 0.26 -1.63 -6.68
H 0.36 -4.01 -6.05
H 3.34 -3.50 -5.71
H 2.55 -4.48 -6.94
H 3.45 -5.93 -5.11
H 1.70 -6.04 -5.21
H 3.68 -6.40 -2.72
H 1.99 -3.70 0.13
H -0.37 -1.58 -4.76
C -3.12 0.79 3.96
N -2.23 -0.36 3.94
C -1.90 -1.10 2.87
Se -2.25 -0.78 1.06
N -1.15 -2.13 3.30
C -0.94 -2.03 4.66
C -0.20 -2.80 5.55
C -0.19 -2.38 6.87
C -0.90 -1.24 7.29
C -1.63 -0.49 6.40
C -1.64 -0.91 5.08
H -3.48 0.96 2.95
H -2.58 1.67 4.31
H -3.96 0.59 4.61
H -0.71 -2.76 2.65
H 0.34 -3.68 5.24
H 0.37 -2.95 7.60
H -0.86 -0.95 8.33
H -2.18 0.39 6.72
Br 1.32 -0.07 2.34
C -1.00 2.76 1.44
C -1.18 3.44 0.23
C -0.30 4.49 -0.16
C -0.45 5.11 -1.38
C -1.46 4.70 -2.26
C -2.34 3.67 -1.90
C -2.21 3.05 -0.68
C -1.59 5.34 -3.54
N -1.68 5.85 -4.56
H -1.74 2.05 1.78
H -0.19 3.02 2.10
H 0.48 4.80 0.52
H 0.21 5.92 -1.67
H -3.10 3.35 -2.59
H -2.85 2.22 -0.41
*
```

***

[5]
Computed, not measured: a structure of composition C31H32N10O3S2W, with ωB97M-V/def2-TZVPD.

Values from the calculation:
expectation value of S²: 2.025
LUMO energy (spin up / spin down): -6.1 / -6.7 eV
total energy: -77195.36380 eV
highest occupied orbital energy (spin up / spin down): -11.279 / -12.778 eV
frontier orbital gap (spin up / spin down): 5.2178 / 6.0551 eV

```
! RIJCOSX wB97M-V def2-TZVPD def2/J DEFGRID3
* xyz 2 3
W 0.35 0.18 -0.20
C 2.58 2.98 -3.02
C 2.09 2.14 -1.88
N 1.31 1.04 -2.00
N 1.14 0.54 -3.28
C 0.80 -0.73 -3.44
N 0.53 -1.19 -4.67
S 0.74 -1.73 -2.08
C 2.43 2.47 -0.56
C 3.23 3.58 -0.21
C 3.72 3.69 1.06
C 3.42 2.67 1.99
C 2.57 1.66 1.62
N 2.02 1.57 0.39
H 2.17 2.75 -4.00
H 3.67 2.93 -3.11
H 2.32 4.02 -2.83
H 1.29 1.17 -4.06
H 0.65 -0.63 -5.50
H 0.27 -2.15 -4.79
H 3.48 4.32 -0.96
H 4.34 4.53 1.34
H 3.84 2.68 2.98
H 2.32 0.89 2.33
C 0.56 -1.91 2.79
C 0.27 -0.45 3.02
C 0.19 -0.14 4.41
C -0.08 1.12 4.82
C -0.32 2.12 3.86
C -0.62 3.44 4.25
C -0.87 4.39 3.30
C -0.83 4.04 1.95
C -0.55 2.75 1.55
S -0.66 2.36 -0.13
C -0.26 1.76 2.50
N 0.08 0.47 2.08
H 1.21 -2.26 3.59
H 0.98 -2.17 1.84
H -0.38 -2.46 2.90
H 0.36 -0.94 5.11
H -0.13 1.36 5.88
H -0.66 3.68 5.30
H -1.09 5.41 3.59
H -1.04 4.78 1.19
C 4.22 -2.44 0.58
C 3.04 -1.60 0.39
N 2.12 -0.93 0.24
H 4.86 -2.34 -0.29
H 3.89 -3.47 0.68
H 4.75 -2.12 1.48
N -4.40 -2.76 -2.28
C -3.98 -2.05 -3.36
O -4.22 -2.37 -4.51
C -3.18 -0.82 -3.08
C -3.31 0.29 -3.91
C -2.50 1.38 -3.67
C -1.56 1.31 -2.65
N -1.41 0.25 -1.85
C -2.23 -0.80 -2.08
H -5.04 -3.52 -2.46
H -4.46 -2.30 -1.38
H -4.02 0.27 -4.72
H -2.56 2.27 -4.27
H -0.90 2.15 -2.49
H -2.08 -1.67 -1.47
C -1.14 -5.18 0.77
N -1.50 -3.76 0.79
C -2.75 -3.36 1.18
C -3.10 -2.07 1.25
C -2.13 -1.07 0.87
O -2.36 0.13 0.88
N -0.87 -1.51 0.42
C -0.52 -2.85 0.43
O 0.61 -3.24 0.21
H -1.91 -5.72 1.32
H -0.18 -5.32 1.24
H -1.10 -5.54 -0.26
H -3.42 -4.17 1.46
H -4.07 -1.75 1.60
*
```

***

[6]
Computed, not measured: the molecule C4H9NO2, with ωB97M-V/def2-TZVPD.

Values from the calculation:
LUMO energy: 1.0 eV
total energy: -9878.21393 eV
highest occupied orbital energy: -9.764 eV
frontier orbital gap: 10.7584 eV

```
! RIJCOSX wB97M-V def2-TZVPD def2/J DEFGRID3
* xyz 0 1
C -0.86 2.03 -1.42
N -0.48 0.78 -0.81
C -1.23 0.29 0.08
O -0.98 -0.84 0.75
C 0.17 -1.62 0.35
C 1.49 -1.09 0.90
O 1.97 0.07 0.29
H -0.13 2.80 -1.14
H -0.82 1.94 -2.51
H -1.86 2.38 -1.13
H -2.17 0.73 0.41
H -0.03 -2.61 0.78
H 0.20 -1.69 -0.74
H 1.38 -0.94 1.98
H 2.23 -1.90 0.76
H 1.28 0.40 -0.31
*
```

***

Which value of total energy does entry 6 give? -9878.21393 eV

***

Copy entry 5 word for word.
Computed, not measured: a structure of composition C31H32N10O3S2W, with ωB97M-V/def2-TZVPD.

Values from the calculation:
expectation value of S²: 2.025
LUMO energy (spin up / spin down): -6.1 / -6.7 eV
total energy: -77195.36380 eV
highest occupied orbital energy (spin up / spin down): -11.279 / -12.778 eV
frontier orbital gap (spin up / spin down): 5.2178 / 6.0551 eV

```
! RIJCOSX wB97M-V def2-TZVPD def2/J DEFGRID3
* xyz 2 3
W 0.35 0.18 -0.20
C 2.58 2.98 -3.02
C 2.09 2.14 -1.88
N 1.31 1.04 -2.00
N 1.14 0.54 -3.28
C 0.80 -0.73 -3.44
N 0.53 -1.19 -4.67
S 0.74 -1.73 -2.08
C 2.43 2.47 -0.56
C 3.23 3.58 -0.21
C 3.72 3.69 1.06
C 3.42 2.67 1.99
C 2.57 1.66 1.62
N 2.02 1.57 0.39
H 2.17 2.75 -4.00
H 3.67 2.93 -3.11
H 2.32 4.02 -2.83
H 1.29 1.17 -4.06
H 0.65 -0.63 -5.50
H 0.27 -2.15 -4.79
H 3.48 4.32 -0.96
H 4.34 4.53 1.34
H 3.84 2.68 2.98
H 2.32 0.89 2.33
C 0.56 -1.91 2.79
C 0.27 -0.45 3.02
C 0.19 -0.14 4.41
C -0.08 1.12 4.82
C -0.32 2.12 3.86
C -0.62 3.44 4.25
C -0.87 4.39 3.30
C -0.83 4.04 1.95
C -0.55 2.75 1.55
S -0.66 2.36 -0.13
C -0.26 1.76 2.50
N 0.08 0.47 2.08
H 1.21 -2.26 3.59
H 0.98 -2.17 1.84
H -0.38 -2.46 2.90
H 0.36 -0.94 5.11
H -0.13 1.36 5.88
H -0.66 3.68 5.30
H -1.09 5.41 3.59
H -1.04 4.78 1.19
C 4.22 -2.44 0.58
C 3.04 -1.60 0.39
N 2.12 -0.93 0.24
H 4.86 -2.34 -0.29
H 3.89 -3.47 0.68
H 4.75 -2.12 1.48
N -4.40 -2.76 -2.28
C -3.98 -2.05 -3.36
O -4.22 -2.37 -4.51
C -3.18 -0.82 -3.08
C -3.31 0.29 -3.91
C -2.50 1.38 -3.67
C -1.56 1.31 -2.65
N -1.41 0.25 -1.85
C -2.23 -0.80 -2.08
H -5.04 -3.52 -2.46
H -4.46 -2.30 -1.38
H -4.02 0.27 -4.72
H -2.56 2.27 -4.27
H -0.90 2.15 -2.49
H -2.08 -1.67 -1.47
C -1.14 -5.18 0.77
N -1.50 -3.76 0.79
C -2.75 -3.36 1.18
C -3.10 -2.07 1.25
C -2.13 -1.07 0.87
O -2.36 0.13 0.88
N -0.87 -1.51 0.42
C -0.52 -2.85 0.43
O 0.61 -3.24 0.21
H -1.91 -5.72 1.32
H -0.18 -5.32 1.24
H -1.10 -5.54 -0.26
H -3.42 -4.17 1.46
H -4.07 -1.75 1.60
*
```